No. 1
17
Properties=species:S:1:pos:R:3 method="wB97M-V/def2-TZVPD" lumo_ev=0.7 relative_energy_kj_mol=51.28 gap_ev=10.025 spin_multiplicity=1 energy_ha=-259.092940 largest_force_ev_per_a=3.7 smiles=CCB(C)OC homo_energy_ev=-9.347
C -0.66364 2.06457 -0.33626
C -0.28654 0.94386 -1.28283
B 0.19462 -0.22723 -0.13153
C -0.96519 -1.03313 0.56441
O 1.45630 -0.66388 -0.27623
C 2.17504 -1.52440 0.55596
H -0.63991 3.14691 -0.71917
H -1.71504 1.99826 -0.05977
H -0.06015 2.28970 0.58351
H -1.26563 0.62823 -1.79483
H 0.49583 1.19351 -1.94633
H -0.68817 -2.00369 0.99688
H -1.73246 -1.00537 -0.19577
H -1.23548 -0.36965 1.40536
H 2.02987 -1.24554 1.62218
H 3.18354 -1.45217 0.28247
H 1.73376 -2.52821 0.33723



No. 2
20
Properties=species:S:1:pos:R:3 method="wB97M-V/def2-TZVPD" lumo_ev=-3.8 gap_ev=8.816 spin_multiplicity=1 energy_ha=-750.573295 largest_force_ev_per_a=3.0 homo_energy_ev=-12.660 charge=+1
O -0.94752 0.54606 3.40130
B -0.85647 1.46935 2.37879
O -0.45134 2.75499 2.60258
C -1.22720 0.97928 0.87771
P 0.30993 0.64546 -0.04891
C 0.04292 -0.23784 -1.63509
C 1.37502 -1.08391 -1.79334
C 1.14187 -2.55594 -2.44135
O 1.45378 -2.16087 -0.93488
H -1.80905 0.10046 3.36960
H 0.18966 2.70518 3.33548
H -1.88037 0.09332 0.93105
H -1.80972 1.76990 0.37115
H 1.00707 1.86037 -0.24417
H 1.16446 -0.13384 0.76716
H -0.02759 0.40101 -2.52332
H -0.76691 -0.96642 -1.50601
H 2.29068 -0.54382 -2.09184
H 0.68179 -3.47369 -2.02712
H 0.11900 -2.16906 -2.78880



No. 3
19
Properties=species:S:1:pos:R:3 method="wB97M-V/def2-TZVPD" lumo_ev="-0.4 / -2.6" relative_energy_kj_mol=216.41 gap_ev="5.845 / 6.989" s_squared=12.02 spin_multiplicity=7 energy_ha=-3364.300387 largest_force_ev_per_a=3.1 homo_energy_ev="-6.282 / -9.605"
Ir 0.99660 -1.44747 -1.98066
Cl 1.88538 -3.39375 -2.95992
C 1.68064 0.57100 -2.27109
C -0.41216 -1.01174 -3.34623
H 1.46588 0.86251 -3.29149
H 1.77737 1.55985 -1.71218
H 2.69426 0.17249 -2.22780
H -0.20358 -0.12488 -3.96531
H -1.41760 -0.89456 -2.92423
H -0.38166 -1.93217 -3.96363
W 0.33716 0.64124 -0.65742
C -1.02641 -0.74577 -0.18421
C -1.01460 2.02478 -0.97455
H -2.04064 -0.52703 -0.50986
H -0.82162 -1.81182 -0.27771
H -1.01005 -0.54912 0.90772
H -2.07424 1.73664 -0.88803
H -0.77910 3.05213 -1.25510
Br 1.71288 0.72645 1.28440